Entry 1:
The following is a quantum chemistry calculation of the molecule C17H19N3O2, from the OMol25 dataset.

Calculated values
* energy: -974.01684 a.u.
* LUMO energy: 0.1 eV
* SMILES: Cc1ccc(C(=O)NCCCNC(=O)c2ccccn2)cc1
* Kohn-Sham gap: 9.0 eV

Each line ends with the natural charge from an NBO analysis.
CARTESIAN COORDINATES (ANGSTROEM)
C (-3.43107, -3.49630, -0.27413)  -0.63
C (-2.99223, -2.07592, -0.08532)  -0.03
C (-3.89318, -1.03134, -0.26335)  -0.22
C (-3.49563, 0.28194, -0.10540)  -0.16
C (-2.17650, 0.58065, 0.21424)  -0.14
C (-1.27529, -0.45843, 0.40794)  -0.20
C (-1.68261, -1.77148, 0.26224)  -0.16
H (-0.97168, -2.57039, 0.42424)  0.20
H (-0.25758, -0.24133, 0.69941)  0.21
C (-1.75632, 2.00241, 0.40189)  0.66
O (-2.37262, 2.78800, 1.09822)  -0.63
N (-0.62790, 2.32609, -0.26650)  -0.63
H (-0.21011, 1.66541, -0.90947)  0.43
C (-0.02166, 3.62935, -0.16924)  -0.23
H (0.05833, 4.07378, -1.16747)  0.19
C (1.36418, 3.58762, 0.48326)  -0.41
H (1.71085, 4.61535, 0.59743)  0.21
H (1.28289, 3.14545, 1.47784)  0.21
C (2.40037, 2.80427, -0.33900)  -0.23
N (2.44360, 1.39742, -0.02041)  -0.59
C (1.89780, 0.43513, -0.77886)  0.65
O (1.24206, 0.64714, -1.78910)  -0.66
C (2.14088, -0.94591, -0.25711)  0.09
N (2.82960, -1.05313, 0.87702)  -0.43
C (3.04065, -2.26003, 1.36612)  0.04
C (2.58230, -3.42088, 0.75739)  -0.24
C (1.86649, -3.30749, -0.42427)  -0.17
C (1.63790, -2.04490, -0.94506)  -0.20
H (1.08127, -1.88468, -1.85471)  0.25
H (1.49112, -4.18625, -0.92838)  0.22
H (2.78104, -4.38437, 1.20008)  0.22
H (3.60309, -2.29621, 2.29008)  0.20
H (2.91986, 1.08807, 0.81631)  0.43
H (2.16748, 2.88594, -1.40426)  0.22
H (3.39743, 3.21821, -0.16344)  0.20
H (-0.69479, 4.23926, 0.43961)  0.24
H (-4.20040, 1.09012, -0.23079)  0.23
H (-4.91835, -1.25426, -0.52297)  0.21
H (-3.50783, -3.72449, -1.33764)  0.22
H (-2.72000, -4.18695, 0.17275)  0.21
H (-4.40982, -3.65949, 0.17246)  0.22

Atoms 1-6, force components in eV/Å:
-0.004 0.025 -0.058
0.061 0.009 0.060
0.054 0.021 0.004
0.076 0.100 0.016
-0.091 -0.188 0.132
-0.054 0.185 -0.055

---

Entry 2:
The following is a quantum chemistry calculation of a cluster of 2 separate species, C5H16NO in total, from the OMol25 dataset.

Calculated values
* total charge: +1
* energy: -329.85279 a.u.
* LUMO energy: -3.3 eV
* Kohn-Sham gap: 11.5 eV

Each line ends with the natural charge from an NBO analysis.
CARTESIAN COORDINATES (ANGSTROEM)
C (-1.22325, -0.86013, 1.53536)  -0.62
C (-0.71967, -0.75122, 0.09554)  -0.03
C (0.47532, 0.16025, -0.00898)  -0.48
C (0.94454, 0.47370, -1.43987)  -0.41
C (-0.21673, 0.67386, -2.44152)  -0.62
N (-0.24150, -2.12267, -0.37251)  -0.68
H (-1.94012, -1.67590, 1.60724)  0.22
H (-1.62815, 0.06061, 1.85938)  0.26
H (-0.38098, -1.06352, 2.19010)  0.22
H (-1.55589, -0.48440, -0.54223)  0.23
H (0.27368, 1.06472, 0.57998)  0.29
H (1.39537, -0.17401, 0.49337)  0.23
H (1.49252, 1.41416, -1.47800)  0.24
H (1.60026, -0.29275, -1.86978)  0.19
H (0.12965, 1.12724, -3.37038)  0.24
H (-0.66045, -0.26938, -2.75379)  0.19
H (-0.89942, 1.37612, -1.97237)  0.21
H (-0.91508, -2.84744, -0.62636)  0.44
H (0.26434, -2.56634, 0.40854)  0.43
H (0.49382, -2.01848, -1.07479)  0.45
H (0.38811, 2.86391, 2.82144)  0.49
H (1.73442, 2.57451, 2.21154)  0.48
O (0.81971, 2.25925, 2.20663)  -0.96

Atoms 1-6, force components in eV/Å:
0.850 -1.340 -0.796
0.029 -0.140 0.904
0.934 0.976 -0.429
-0.868 0.272 -1.132
0.742 0.169 0.213
0.929 -0.850 0.944

---

Entry 3:
The following is a quantum chemistry calculation of a cluster of 2 separate species, C5H15N3 in total, from the OMol25 dataset.

Calculated values
* energy: -363.46601 a.u.
* LUMO energy: -3.4 eV
* Kohn-Sham gap: 3.4 eV

Each line ends with the natural charge from an NBO analysis.
CARTESIAN COORDINATES (ANGSTROEM)
C (-1.75332, -1.04284, -0.95249)  -0.27
C (-2.14815, 0.47141, -1.05456)  -0.37
C (-1.19814, 1.28060, -0.14667)  -0.42
C (0.30675, 1.00321, -0.15686)  -0.25
N (0.76808, -0.04240, 0.72388)  -0.56
C (1.86185, -0.82885, 0.15564)  -0.15
N (2.75126, 0.06181, -0.48005)  -0.50
N (-1.75933, -1.48896, 0.39173)  -0.64
H (-0.74687, -1.07586, -1.38401)  0.16
H (-2.39614, -1.57496, -1.67945)  0.20
H (-3.15860, 0.66219, -0.75061)  0.21
H (-1.92639, 0.71148, -2.11221)  0.20
H (-1.36725, 2.34542, -0.35248)  0.22
H (-1.50837, 1.10192, 0.90769)  0.21
H (0.60019, 0.79669, -1.20038)  0.21
H (0.91053, 1.88203, 0.11095)  0.22
H (3.08125, 0.72947, 2.92276)  0.00
H (2.23048, -1.40192, 1.01639)  0.22
H (1.49412, -1.47715, -0.67906)  0.26
H (3.67094, -0.38863, -0.48267)  0.32
H (3.05497, 0.47798, 3.61790)  0.00
H (-2.73421, -1.54100, 0.69061)  0.32
H (-0.03365, -0.66162, 0.89394)  0.41

Atoms 1-6, force components in eV/Å:
-0.235 0.184 0.084
2.406 -0.241 -0.283
-0.362 0.365 1.261
0.073 0.739 -0.481
-1.263 -1.326 -1.056
0.330 2.642 0.905

---

Entry 4:
The following is a quantum chemistry calculation of the molecule C5H5N, from the OMol25 dataset.

Calculated values
* energy: -248.12167 a.u.
* LUMO energy: -1.2 eV
* Kohn-Sham gap: 9.4 eV

Each line ends with the natural charge from an NBO analysis.
CARTESIAN COORDINATES (ANGSTROEM)
C (-0.71483, 1.04389, 0.60723)  -0.60
C (0.63354, 0.36057, 0.37307)  -0.39
C (0.62261, -0.62842, -0.77457)  -0.45
C (1.24321, -0.74723, -1.92635)  0.34
C (-0.17882, -1.83017, -0.82722)  0.25
N (-0.80028, -2.80693, -0.90593)  -0.26
H (-1.47630, 0.33210, 0.94114)  0.22
H (-1.07595, 1.53406, -0.30156)  0.22
H (-0.60587, 1.80850, 1.38376)  0.22
H (0.94985, -0.17318, 1.27607)  0.23
H (1.40283, 1.10680, 0.15435)  0.23

Atoms 1-6, force components in eV/Å:
-0.069 0.007 -0.004
0.090 0.048 0.020
0.221 -0.048 -0.407
-0.166 0.247 0.507
-0.657 -0.930 0.004
0.533 0.923 0.138

---

Entry 5:
The following is a quantum chemistry calculation of the molecule C9H13BrO, from the OMol25 dataset.

Calculated values
* energy: -2999.82171 a.u.
* LUMO energy: 0.8 eV
* SMILES: CO[C@]1(C2(Br)CC2)CC12CC2
* Kohn-Sham gap: 10.3 eV

Each line ends with the natural charge from an NBO analysis.
CARTESIAN COORDINATES (ANGSTROEM)
C (0.76010, 2.00121, -1.11437)  -0.38
C (1.19873, 2.45741, 0.24360)  -0.40
C (-1.01172, -0.61024, -1.89432)  -0.45
C (-1.48724, -1.74555, -0.95179)  -0.44
C (1.28602, -0.27266, 0.21560)  -0.41
C (0.82125, 1.05843, 0.00644)  -0.13
C (-0.17298, 0.12755, 0.54825)  0.28
C (-1.31556, -0.33434, -0.48516)  -0.08
C (-1.07176, -0.77269, 2.56883)  -0.25
O (-0.72978, 0.34277, 1.80183)  -0.52
Br (-2.86425, 0.77268, -0.05533)  0.02
H (-0.29672, 2.24629, -1.57972)  0.21
H (1.47518, 1.99023, -1.87098)  0.21
H (2.22685, 2.97539, 0.16079)  0.23
H (0.48603, 3.06068, 0.74880)  0.22
H (-0.00891, -0.77753, -2.17349)  0.22
H (-1.73256, -0.40312, -2.66369)  0.24
H (-2.41422, -2.21731, -1.22568)  0.23
H (-0.72567, -2.59813, -0.60484)  0.22
H (1.30492, -0.90730, -0.66773)  0.21
H (1.80368, -0.57660, 1.08180)  0.23
H (-1.22112, -0.35464, 3.60364)  0.20
H (-0.19853, -1.46839, 2.52328)  0.17
H (-2.00293, -1.30798, 2.24738)  0.18

Atoms 1-6, force components in eV/Å:
-3.811 0.381 -1.044
1.438 2.039 -0.722
-0.703 -1.697 0.458
1.847 -1.675 0.365
-1.373 -1.950 -0.162
0.132 1.441 -0.033

---

Entry 6:
The following is a quantum chemistry calculation of the molecule C6H10, from the OMol25 dataset.

Calculated values
* energy: -234.39618 a.u.
* LUMO energy (alpha / beta): 0.5 / -0.1 eV
* Kohn-Sham gap (alpha / beta): 7.4 / 5.9 eV

Each line ends with the natural charge from an NBO analysis.
CARTESIAN COORDINATES (ANGSTROEM)
C (-1.34126, 0.61081, 1.27496)  -0.70
C (-1.36135, -0.14958, -0.06579)  -0.52
C (-0.06577, -0.23129, -0.73572)  0.23
C (0.86960, -1.34618, -0.54854)  -0.41
C (1.28573, -0.11423, 0.33112)  -0.45
C (0.87057, 0.89688, -0.78548)  -0.42
H (-2.28179, 0.40736, 1.80500)  0.18
H (-1.30633, 1.69892, 1.10778)  0.16
H (-1.97525, 0.37820, -0.82622)  0.26
H (-1.77955, -1.15336, 0.05881)  0.22
H (1.57677, -1.58122, -1.34776)  0.21
H (0.48712, -2.22182, -0.02286)  0.22
H (2.32335, -0.08750, 0.66752)  0.27
H (0.56127, 0.05495, 1.21845)  0.30
H (1.56456, 0.94936, -1.62687)  0.22
H (0.50091, 1.86371, -0.44474)  0.23

Atoms 1-6, force components in eV/Å:
-0.710 0.279 -0.334
0.185 -0.232 -0.048
-0.480 -0.070 -0.553
-0.034 -0.093 0.145
0.389 0.091 0.511
-0.037 0.133 0.096

---

Entry 7:
The following is a quantum chemistry calculation of a cluster of 2 separate species, C2H5O2Si in total, from the OMol25 dataset.

Calculated values
* total charge: -1
* energy: -519.17905 a.u.
* LUMO energy: 4.3 eV
* Kohn-Sham gap: 6.5 eV

Each line ends with the natural charge from an NBO analysis.
CARTESIAN COORDINATES (ANGSTROEM)
C (1.48989, 1.13280, -1.31276)  0.86
C (-1.45560, -0.29352, 0.69621)  -1.09
O (0.90607, 2.17723, -1.19830)  -0.71
O (2.30285, 0.63025, -2.00556)  -0.68
Si (0.38058, -0.67570, 0.34947)  0.37
H (-1.59715, 0.83589, 0.62495)  0.23
H (-2.08104, -0.70159, -0.04534)  0.22
H (-1.90432, -0.56327, 1.63876)  0.20
H (0.65242, -2.10581, -0.29777)  -0.20
H (1.30629, -0.43628, 1.55033)  -0.20

Atoms 1-6, force components in eV/Å:
-1.951 -0.031 0.685
0.526 1.890 0.811
-0.489 0.535 0.757
1.686 -1.404 -0.718
1.673 0.915 -1.820
0.371 -1.274 -0.010

---

Entry 8:
The following is a quantum chemistry calculation of a cluster of 2 separate species, C3H9PS in total, from the OMol25 dataset.

Calculated values
* energy: -859.15629 a.u.
* LUMO energy: 0.9 eV
* SMILES: C=C.CSP
* Kohn-Sham gap: 10.0 eV

Each line ends with the natural charge from an NBO analysis.
CARTESIAN COORDINATES (ANGSTROEM)
C (-2.43588, -0.30399, -1.31960)  -0.39
C (2.48184, 1.55645, 0.61682)  -0.78
C (-2.55707, -0.64451, -0.07465)  -0.38
P (1.42284, -1.15538, 0.57084)  0.17
S (1.17814, 0.69657, -0.26151)  -0.04
H (1.26052, -2.08340, -0.43627)  -0.02
H (-3.18638, 0.22550, -1.84085)  0.20
H (-1.59791, -0.83955, -1.84966)  0.19
H (3.30381, 0.78807, 0.78530)  0.24
H (2.21745, 2.01681, 1.58310)  0.22
H (2.74901, 2.53978, 0.18158)  0.24
H (-1.64786, -1.24823, 0.34417)  0.18
H (-3.22297, -0.22424, 0.61966)  0.19
H (0.03447, -1.32387, 1.08107)  -0.02

Atoms 1-6, force components in eV/Å:
1.262 -1.718 -1.609
1.300 0.391 1.268
3.255 -1.315 1.921
-0.993 -0.532 2.124
-0.566 0.911 -0.898
-0.196 -0.143 -0.932

---

Entry 9:
The following is a quantum chemistry calculation of a structure of composition C3H7IO, from the OMol25 dataset.

Calculated values
* energy: -491.35439 a.u.
* LUMO energy: 0.3 eV
* Kohn-Sham gap: 9.5 eV

Each line ends with the natural charge from an NBO analysis.
CARTESIAN COORDINATES (ANGSTROEM)
C (-0.08355, -1.78271, -0.26301)  -0.71
C (-0.35136, 1.89188, -0.08385)  -0.26
C (0.27712, -0.45383, 0.25793)  0.11
O (-0.39299, 0.49183, -0.43600)  -0.56
I (2.51139, 0.07924, 0.31260)  -0.05
H (-0.19771, -2.53544, 0.57759)  0.23
H (-1.15177, -1.76212, -0.57064)  0.24
H (0.55833, -2.24547, -1.13766)  0.24
H (-1.04173, 2.39736, -0.86207)  0.21
H (0.59932, 2.37635, -0.37563)  0.20
H (-0.59664, 1.99718, 0.93921)  0.19
H (-0.13043, -0.45427, 1.64153)  0.16

Atoms 1-6, force components in eV/Å:
-0.199 -3.298 -0.792
-0.144 0.054 -3.244
-0.747 1.500 4.389
0.063 0.769 -0.492
-1.004 -0.575 0.027
0.964 0.756 -0.926